Formula: C29H30AsBiBr2N2O4S4
Source: the OMol25 dataset
Level of theory: ωB97M-V/def2-TZVPD

Calculated values
spin multiplicity	1
charge	-2
orbital gap	5.8	eV
E	-291841.4515	eV
E_HOMO	-0.0754	hartree
LUMO	3.8	eV

Geometry (Å):
Bi1 -2.031 1.727 -2.498
C1 2.086 0.531 5.260
C2 2.713 0.935 3.918
C3 3.905 0.010 3.628
C4 3.243 2.362 4.056
C5 1.683 0.814 2.798
C6 1.307 1.874 1.984
C7 0.381 1.685 0.980
Br1 -0.130 3.205 -0.046
C8 -0.247 0.444 0.660
O1 -1.091 0.340 -0.294
C9 0.149 -0.640 1.523
C10 1.070 -0.409 2.535
C11 -0.447 -2.059 1.451
C12 0.675 -3.113 1.493
C13 -1.365 -2.267 2.667
C14 -1.280 -2.355 0.201
H1 2.820 0.608 6.069
H2 1.718 -0.496 5.234
H3 1.241 1.181 5.496
H4 4.652 0.074 4.426
H5 4.378 0.286 2.684
H6 3.583 -1.030 3.545
H7 3.971 2.409 4.871
H8 2.439 3.065 4.279
H9 3.739 2.693 3.141
H10 1.718 2.865 2.118
H11 1.329 -1.247 3.176
H12 1.215 -3.112 2.441
H13 1.397 -2.931 0.697
H14 0.251 -4.113 1.355
H15 -0.827 -2.112 3.605
H16 -1.777 -3.281 2.666
H17 -2.196 -1.559 2.634
H18 -0.697 -2.246 -0.715
H19 -2.131 -1.686 0.122
H20 -1.637 -3.389 0.261
O2 0.617 4.883 -4.266
C15 0.205 3.835 -3.777
O3 -0.992 3.581 -3.421
C16 1.254 2.729 -3.579
C17 2.595 2.990 -3.968
C18 3.534 2.027 -3.781
C19 3.164 0.792 -3.191
C20 4.076 -0.261 -2.948
C21 3.650 -1.421 -2.365
C22 2.298 -1.575 -1.987
C23 1.395 -0.573 -2.206
C24 1.812 0.628 -2.827
N1 0.883 1.600 -3.047
H21 2.810 3.957 -4.400
H22 4.568 2.187 -4.071
H23 5.115 -0.130 -3.230
H24 4.353 -2.225 -2.179
H25 1.976 -2.492 -1.511
H26 0.361 -0.646 -1.885
S1 -6.686 1.317 -2.393
As1 -5.261 2.738 -3.043
S2 -3.788 3.126 -1.346
S3 -3.774 1.772 -4.419
S4 -5.982 4.547 -3.800
O4 -5.715 -3.723 -0.574
C25 -5.002 -2.623 -0.952
C26 -5.151 -1.392 -0.334
C27 -4.400 -0.329 -0.796
N2 -3.515 -0.452 -1.787
C28 -3.388 -1.632 -2.343
Br2 -2.080 -1.782 -3.720
C29 -4.096 -2.764 -1.992
H27 -6.332 -3.459 0.116
H28 -5.867 -1.242 0.464
H29 -4.494 0.661 -0.369
H30 -3.950 -3.710 -2.490

Formula: C29H30AsClN3O2PPdS2
Source: the OMol25 dataset
Level of theory: ωB97M-V/def2-TZVPD

Calculated values
spin multiplicity	1
charge	+2
orbital gap (spin up / spin down)	5.1 / 5.1	eV
E	-146911.9845	eV
E_HOMO (spin up / spin down)	-0.4767 / -0.4766	hartree
LUMO (spin up / spin down)	-7.9 / -7.9	eV

Geometry (Å):
Pd1 -0.257 -0.111 -0.063
S1 2.320 0.932 3.638
C1 3.298 -0.111 2.698
C2 2.740 -0.434 1.486
C3 1.467 0.157 1.304
C4 1.092 0.928 2.385
C5 -0.160 1.634 2.516
C6 -0.441 2.513 3.568
C7 -1.665 3.152 3.610
C8 -2.589 2.912 2.601
C9 -2.249 2.022 1.597
N1 -1.074 1.410 1.552
H1 4.235 -0.446 3.099
H2 3.202 -1.121 0.792
H3 0.308 2.679 4.325
H4 -1.894 3.833 4.412
H5 -3.552 3.391 2.590
H6 -2.951 1.800 0.804
S2 -0.927 -1.830 1.651
C10 -1.861 -3.050 0.849
C11 -2.695 -3.856 1.637
C12 -3.461 -4.842 1.051
C13 -3.416 -5.033 -0.325
C14 -2.595 -4.236 -1.112
C15 -1.791 -3.259 -0.544
As1 -0.610 -2.150 -1.622
C16 1.150 -2.956 -1.435
C17 2.116 -2.643 -2.391
C18 3.398 -3.147 -2.273
C19 3.728 -3.947 -1.188
C20 2.770 -4.260 -0.235
C21 1.484 -3.756 -0.346
C22 -1.217 -2.575 -3.436
C23 -0.528 -3.474 -4.244
C24 -1.077 -3.859 -5.457
C25 -2.303 -3.353 -5.860
C26 -2.981 -2.439 -5.066
C27 -2.434 -2.039 -3.857
H7 -2.731 -3.686 2.703
H8 -4.101 -5.459 1.661
H9 -4.019 -5.800 -0.787
H10 -2.575 -4.384 -2.185
H11 1.857 -1.998 -3.223
H12 4.138 -2.923 -3.025
H13 4.736 -4.313 -1.074
H14 3.022 -4.899 0.597
H15 0.744 -4.002 0.409
H16 0.416 -3.893 -3.917
H17 -0.544 -4.563 -6.082
H18 -2.732 -3.676 -6.796
H19 -3.930 -2.039 -5.391
H20 -2.958 -1.321 -3.231
Cl1 -1.891 0.943 -1.619
N2 -0.276 1.612 -3.956
C28 0.764 2.521 -3.452
P1 1.863 1.531 -2.294
O1 3.271 1.434 -2.739
O2 1.136 0.246 -2.007
C29 2.024 2.566 -0.710
N3 3.325 2.086 -0.212
H21 0.150 0.712 -4.203
H22 -0.778 1.989 -4.764
H23 -0.990 1.383 -3.130
H24 0.296 3.358 -2.937
H25 1.390 2.896 -4.262
H26 1.220 2.381 0.008
H27 2.080 3.629 -0.945
H28 3.874 2.777 0.304
H29 3.808 1.799 -1.119
H30 3.190 1.224 0.370

Formula: C29H30AsIrN4S4Se
Source: the OMol25 dataset
Level of theory: ωB97M-V/def2-TZVPD

Calculated values
spin multiplicity	1
orbital gap (spin up / spin down)	4.9 / 4.6	eV
E	-208885.1670	eV
E_HOMO (spin up / spin down)	-0.2266 / -0.2220	hartree
LUMO (spin up / spin down)	-1.3 / -1.4	eV

Geometry (Å):
Ir1 0.003 -0.111 0.195
S1 0.644 0.725 2.356
S2 0.544 2.706 2.240
S3 -1.384 3.150 1.399
S4 -1.839 1.625 0.236
C1 -2.215 -0.055 -5.179
C2 -2.302 0.751 -4.053
C3 -1.533 0.490 -2.939
C4 -0.651 -0.598 -2.915
C5 -0.578 -1.410 -4.065
C6 -1.345 -1.137 -5.173
N1 0.124 -0.891 -1.822
N2 1.016 -1.830 -1.993
C7 1.797 -2.113 -0.953
C8 2.837 -3.053 -1.065
C9 3.615 -3.352 0.028
C10 3.371 -2.733 1.245
C11 2.350 -1.794 1.364
C12 1.559 -1.444 0.290
H1 -2.812 0.169 -6.050
H2 -2.982 1.591 -4.039
H3 -1.599 1.146 -2.082
H4 0.103 -2.245 -4.040
H5 -1.277 -1.773 -6.044
H6 3.010 -3.516 -2.024
H7 4.418 -4.068 -0.064
H8 3.974 -2.977 2.105
H9 2.184 -1.340 2.333
C13 -2.394 -3.584 1.626
As1 -2.079 -1.727 1.020
C14 -3.473 -0.905 2.133
C15 -2.909 -1.851 -0.782
C16 -4.389 -1.935 -0.859
C17 -5.049 -3.138 -1.081
C18 -6.425 -3.171 -1.231
C19 -7.160 -2.001 -1.147
C20 -6.516 -0.798 -0.907
C21 -5.143 -0.769 -0.762
H10 -3.432 -3.862 1.439
H11 -2.193 -3.651 2.695
H12 -1.733 -4.271 1.098
H13 -4.435 -1.384 1.954
H14 -3.565 0.159 1.936
H15 -3.198 -1.039 3.180
H16 -2.436 -2.716 -1.256
H17 -2.593 -0.961 -1.327
H18 -4.473 -4.050 -1.167
H19 -6.928 -4.107 -1.426
H20 -8.230 -2.021 -1.283
H21 -7.085 0.118 -0.844
H22 -4.634 0.172 -0.596
C22 2.236 4.354 -3.930
N3 3.069 4.032 -2.808
C23 2.801 3.119 -1.839
Se1 1.274 2.162 -1.678
N4 3.858 3.101 -0.986
C24 4.786 4.041 -1.371
C25 5.978 4.473 -0.815
C26 6.629 5.525 -1.442
C27 6.124 6.112 -2.597
C28 4.946 5.669 -3.174
C29 4.277 4.635 -2.539
H23 1.328 3.754 -3.873
H24 2.762 4.131 -4.860
H25 1.978 5.414 -3.910
H26 3.917 2.492 -0.186
H27 6.379 4.023 0.079
H28 7.544 5.908 -1.016
H29 6.655 6.936 -3.050
H30 4.554 6.119 -4.071